(1)
Molecular formula: C9H12
Method: DFT, ωB97M-V/def2-TZVPD

Geometry as XYZ:
```
21
Properties=species:S:1:pos:R:3:forces:R:3
C -0.897 -0.425 3.066 -0.0367 0.4048 0.1666
C 0.518 -0.192 1.100 0.6521 0.4178 0.6032
C -0.006 -1.347 3.615 0.3080 0.1596 0.6007
C -0.861 -2.549 0.921 -0.7307 -0.0441 -0.4011
C 1.148 -1.691 2.910 0.6451 0.2906 0.4934
C -1.461 -1.745 0.042 -0.5215 -0.8378 -0.5131
C 0.780 0.400 -0.261 0.1347 0.1371 0.0954
C 1.404 -1.116 1.666 0.5203 0.4379 0.1661
C -0.633 0.146 1.821 0.4064 0.6412 0.7125
H 1.865 0.470 -0.448 -0.4517 -0.0243 0.0078
H -1.589 -0.676 0.247 -0.3054 -1.0052 -0.5642
H -0.477 -2.163 1.873 -1.0414 -1.1201 -1.3303
H -1.845 -2.131 -0.909 0.0720 0.1268 0.3089
H 0.345 1.411 -0.332 0.1689 -0.3976 -0.0563
H 0.329 -0.233 -1.044 0.1572 0.2082 0.2189
H -0.208 -1.795 4.596 0.0858 0.2050 -0.5009
H -0.734 -3.618 0.716 -0.0490 0.3656 0.0025
H 2.317 -1.388 1.119 -0.4253 0.0971 0.2172
H -1.338 0.874 1.397 0.3434 -0.2384 0.2696
H 1.859 -2.411 3.336 -0.3575 0.3383 -0.2122
H -1.805 -0.143 3.615 0.4252 -0.1625 -0.2849
```
Forces are in eV/Å.

Calculated values
Energy relative to the best compared isomer or geometry (same formula, charge and spin) in kJ/mol: 122.6
Strongest force on any atom in Eh/bohr: 0.039
Electronic energy in eV: -9525.5688
SMILES: Cc1ccccc1.C=C
LUMO energy in Eh: 0.0400
HOMO in eV: -8.73
Frontier orbital gap in eV: 9.816

Taken from the natural (NBO) analysis, the atomic charges in e are: -0.20 0.03 -0.25 -0.39 -0.23 -0.43 -0.65 -0.22 -0.24 0.22 0.19 0.22 0.19 0.22 0.23 0.22 0.19 0.22 0.22 0.22 0.22

(2)
Molecular formula: C8H15Cl5NO2P
Method: DFT, ωB97M-V/def2-TZVPD

Geometry as XYZ:
```
32
Properties=species:S:1:pos:R:3:forces:R:3
Cl 0.546 1.687 -5.753 0.1187 0.0886 0.2338
Cl 0.023 2.635 -3.062 0.2367 -0.0696 -0.2590
Cl 2.182 3.793 -4.615 -0.1259 -0.2313 0.0595
Cl 2.411 1.080 -3.619 -0.1502 0.1648 -0.1669
Cl -2.919 2.416 -0.354 0.3483 -1.0234 0.5307
P -2.573 1.218 1.383 -0.3173 0.6766 1.0988
O -3.272 -2.893 0.840 -0.4505 2.6133 -0.0601
O -1.803 -1.547 -0.249 -2.8042 0.2979 2.4520
N 2.241 -1.834 2.488 -0.2235 0.3860 -1.1273
C 1.551 0.597 0.032 -0.7008 -0.7396 -0.1523
C -0.721 0.868 1.428 1.4844 0.2408 -1.3017
C 1.691 -1.005 0.122 -0.0926 0.1351 0.0132
C 1.291 2.299 -4.261 -0.0750 0.0557 -0.0145
C -2.782 -1.589 0.502 1.1792 -1.1792 -1.5762
C 2.846 -1.490 1.144 -1.2671 0.1393 -0.8690
C 0.008 1.087 -0.007 0.9189 0.4597 0.3857
C -3.587 -0.350 1.089 -0.2022 -1.6101 -1.3736
H -4.172 -0.706 2.006 1.0763 0.8734 -0.9708
H 1.541 -1.099 2.710 0.7100 -0.5343 -0.0824
H 2.053 0.941 -0.934 -0.6116 -0.2982 1.4745
H 0.049 2.214 -0.218 -0.2513 -1.5649 0.4160
H 0.710 -1.484 0.487 1.3647 0.7544 -0.6820
H -4.183 -2.775 1.203 0.9915 -0.2437 -0.2124
H -0.570 0.626 -0.869 0.8193 0.3000 1.2610
H -0.441 -0.147 1.870 -0.7818 1.1335 -0.6926
H 1.869 -1.388 -0.934 -0.1657 0.3225 1.2928
H -0.241 1.650 2.120 -1.0506 -1.0412 -0.8031
H -4.391 -0.091 0.305 1.2433 -0.2958 1.0588
H 1.663 -2.666 2.286 0.3499 0.4757 0.3571
H 3.600 -0.641 1.220 -0.6739 -1.3825 0.1069
H 3.277 -2.452 0.720 -0.0881 1.3615 0.6649
H 2.105 1.043 0.920 -0.8091 -0.2650 -1.0618
```
Forces are in eV/Å.

Calculated values
Strongest force on any atom in Eh/bohr: 0.073
Electronic energy in eV: -86024.1368
SMILES: NCCCCCP(Cl)CC(=O)O.ClC(Cl)(Cl)Cl
LUMO energy in Eh: 0.0083
HOMO in eV: -8.92
Frontier orbital gap in eV: 9.142

Taken from the natural (NBO) analysis, the atomic charges in e are: 0.06 0.06 0.05 0.05 -0.32 0.84 -0.69 -0.56 -0.82 -0.42 -0.75 -0.44 -0.22 0.79 -0.22 -0.41 -0.87 0.25 0.34 0.22 0.21 0.21 0.48 0.24 0.24 0.21 0.24 0.29 0.35 0.19 0.20 0.19

(3)
Molecular formula: C21H21N3O6
Method: DFT, ωB97M-V/def2-TZVPD

Geometry as XYZ:
```
51
Properties=species:S:1:pos:R:3:forces:R:3
O -7.089 -2.162 0.353 0.4017 0.0419 0.0488
O -0.706 -0.476 -1.066 0.0346 -0.0894 0.0095
O -7.983 -0.306 -0.530 0.0745 -0.0679 0.0451
O 4.524 -2.640 0.295 0.2859 -0.0390 0.0192
O 6.369 0.394 -0.079 -0.3331 0.2366 0.0355
O -2.335 3.352 0.770 -0.0872 0.0957 0.0511
N 3.605 -0.694 -0.352 -0.1353 -0.0010 -0.0059
N -1.795 1.292 -0.094 -0.3639 -0.2270 0.0515
N 1.500 0.994 0.632 -0.2462 -0.0913 0.1625
C -0.042 2.826 0.153 0.0972 0.1289 -0.1465
C 7.708 0.469 -0.065 0.6952 -0.3518 0.0115
C 0.541 1.498 -0.346 0.2637 0.2833 0.0336
C -4.554 -1.124 0.327 -0.1690 0.0920 -0.0394
C -7.020 -0.912 -0.128 -0.2890 0.0510 -0.0668
C 6.038 -0.922 -0.066 0.9283 -0.9669 0.0891
C -4.176 1.493 -0.538 0.1472 -0.0413 0.0032
C -5.441 0.942 -0.535 -0.1144 -0.2312 0.0420
C -3.287 -0.575 0.334 0.1031 0.1500 -0.0012
C -0.682 0.609 -0.548 0.2864 0.0507 -0.2128
C 7.183 -1.678 -0.037 -0.8099 0.3337 -0.0435
C 1.542 -0.431 0.906 0.0475 -0.3226 -0.2021
C 4.667 -1.467 -0.021 -0.3290 0.0085 -0.0429
C -5.640 -0.367 -0.106 0.2655 0.1174 0.0002
C -8.382 -2.748 0.364 -0.4232 -0.0053 -0.0711
C 2.269 -1.233 -0.181 -0.2803 -0.3087 0.2809
C 2.845 1.490 0.398 0.1464 -0.0046 -0.2166
C 3.583 0.705 -0.702 0.0464 0.5314 0.0591
C -1.521 2.585 0.339 0.3508 0.2948 0.0979
C 8.264 -0.773 -0.044 -0.1152 0.5533 -0.0116
C -3.098 0.732 -0.100 -0.4225 -0.1874 -0.0143
H 0.097 3.652 -0.546 -0.0908 0.0153 -0.0078
H 2.362 -2.279 0.110 -0.0634 0.1178 -0.0940
H -9.063 -2.153 0.977 0.0439 -0.0801 -0.0514
H 2.799 2.549 0.139 0.0363 0.0570 0.0271
H 8.141 1.451 -0.070 -0.0438 0.1592 -0.0012
H -4.709 -2.138 0.659 0.0065 -0.0682 0.0275
H 9.308 -1.011 -0.031 0.2335 0.0276 0.0005
H 3.046 0.808 -1.655 0.0762 0.0167 0.0419
H 3.399 1.386 1.335 0.0799 0.0732 -0.0466
H -8.261 -3.744 0.781 0.0115 0.0537 -0.0203
H 2.082 -0.549 1.851 -0.0367 -0.0761 -0.0260
H 0.398 3.113 1.108 -0.0414 -0.0283 -0.0543
H 0.532 -0.813 1.042 0.0702 -0.0448 0.0664
H 7.221 -2.747 -0.017 -0.0819 -0.2174 0.0264
H 1.000 1.612 -1.341 -0.1465 -0.0473 0.0818
H -8.783 -2.802 -0.651 0.0168 -0.0193 0.0998
H -4.023 2.507 -0.870 0.0103 0.0578 -0.0059
H 1.721 -1.167 -1.126 0.0482 -0.0166 0.0530
H -2.445 -1.160 0.669 0.0559 -0.0354 0.0104
H 4.587 1.098 -0.830 -0.1867 -0.0237 -0.0679
H -6.294 1.513 -0.869 -0.0541 0.0454 -0.0255
```
Forces are in eV/Å.

Calculated values
Energy relative to the best compared isomer or geometry (same formula, charge and spin) in kJ/mol: 2.5
Strongest force on any atom in Eh/bohr: 0.026
Electronic energy in eV: -38873.6995
SMILES: COC(=O)c1ccc(N2C(=O)C[C@@H](N3CCN(C(=O)c4ccco4)CC3)C2=O)cc1
LUMO energy in Eh: 0.0088
HOMO in eV: -8.53
Frontier orbital gap in eV: 8.769

Taken from the natural (NBO) analysis, the atomic charges in e are: -0.51 -0.56 -0.59 -0.63 -0.41 -0.55 -0.43 -0.49 -0.44 -0.51 0.11 -0.15 -0.15 0.78 0.14 -0.16 -0.16 -0.21 0.71 -0.22 -0.22 0.64 -0.17 -0.26 -0.26 -0.22 -0.25 0.71 -0.32 0.14 0.24 0.26 0.19 0.20 0.20 0.23 0.23 0.19 0.21 0.20 0.20 0.26 0.21 0.25 0.21 0.19 0.23 0.21 0.23 0.24 0.24

(4)
Molecular formula: C3H10NOS
Method: DFT, ωB97M-V/def2-TZVPD

Geometry as XYZ:
```
16
Properties=species:S:1:pos:R:3:forces:R:3
S 0.946 1.640 1.562 0.2317 0.1053 0.1698
O 2.320 -0.727 0.066 0.1482 -0.1158 -0.0719
N -0.244 -1.646 -1.231 0.3113 -0.0099 0.2675
C -0.544 -0.201 -1.001 0.1056 -1.2396 0.9038
C -0.726 1.525 0.860 1.0499 -0.5619 -1.2496
C -1.080 0.109 0.408 -0.0102 -0.2472 -0.2436
H -2.162 -0.072 0.398 -0.1251 0.1645 0.0545
H -0.685 -2.223 -0.515 -0.2807 0.2589 -0.1733
H 0.742 -1.742 -0.987 -0.0746 0.0008 -0.1748
H -1.432 1.856 1.559 -1.0875 0.6457 1.1005
H 0.422 0.293 -1.100 -0.3107 0.4351 -0.4163
H -0.754 2.187 -0.015 -0.2877 0.0223 0.0723
H -1.303 0.087 -1.722 0.2128 0.4651 -0.3157
H 1.898 0.064 0.522 0.1240 -0.1083 0.0768
H -0.665 -0.603 1.129 0.1252 0.0756 -0.0514
H 3.266 -0.550 0.068 -0.1324 0.1095 0.0514
```
Forces are in eV/Å.

Calculated values
Energy relative to the best compared isomer or geometry (same formula, charge and spin) in kJ/mol: 28.0
Strongest force on any atom in Eh/bohr: 0.034
Electronic energy in eV: -17647.1521
LUMO energy in Eh: 0.1474
HOMO in eV: -2.80
Charge: -1
Frontier orbital gap in eV: 6.811

Taken from the natural (NBO) analysis, the atomic charges in e are: -0.68 -1.04 -0.87 -0.23 -0.51 -0.43 0.17 0.33 0.38 0.18 0.21 0.18 0.16 0.49 0.20 0.46